No. 1
The following is a DFT calculation (the ωB97M-V functional and the def2-TZVPD basis) of an isolated ion of composition C8H10NO3 and charge -1.

Summary:
DFT total energy = -16087.5975 eV
Kohn-Sham gap (spin up / spin down) = 3.963 / 6.960 eV
E_HOMO (spin up / spin down) = -0.6 / -4.5 eV
multiplicity = 3
LUMO (spin up / spin down) = 0.1253 / 0.0917 Eh
maximum force = 4.92 eV Å⁻¹
charge = -1
relative energy (zero: lowest compared OMol25 entry of this formula, charge and spin) = 0.0 kcal/mol

CARTESIAN COORDINATES (ANGSTROEM)
C 1.1642 -0.4641 -0.9674
C 2.4759 -0.7340 -0.1946
C 1.6671 1.0911 1.0002
C 0.1164 -0.1314 -0.1092
C -0.8620 1.9907 -1.3606
C -1.1987 -1.9092 0.9355
C -1.1449 0.6047 -0.6545
C -0.1574 -0.8224 1.1864
N 2.6181 0.3248 0.7567
O 1.2611 -0.3521 -2.1990
O 3.3630 -1.5305 -0.3258
O 1.2500 2.0768 1.5309
H -1.6890 2.4233 -1.8965
H -0.1950 1.7781 -2.1174
H -0.5717 2.8627 -0.7320
H -1.5476 -2.2787 1.8188
H -0.9727 -2.7301 0.3757
H -2.1585 -1.5498 0.5797
H -1.6269 0.0058 -1.5408
H -1.7578 0.8029 0.1794
H 0.6832 -1.1947 1.8431
H -0.7169 -0.2641 1.8915

No. 2
The following is a DFT calculation (the ωB97M-V functional and the def2-TZVPD basis) of one molecule with the formula C8H10NO3P.

Summary:
SMILES = C=C1C=CC=C[C@@H]1O/[N+]([O-])=P/OC
DFT total energy = -25373.0425 eV
Kohn-Sham gap (spin up / spin down) = 8.234 / 8.235 eV
E_HOMO (spin up / spin down) = -8.3 / -8.3 eV
LUMO (spin up / spin down) = -0.0009 / -0.0009 Eh
maximum force = 3.14 eV Å⁻¹
charge = 0
relative energy (zero: lowest compared OMol25 entry of this formula, charge and spin) = 143.3 kcal/mol

CARTESIAN COORDINATES (ANGSTROEM)
C -1.3762 -0.8921 -1.0018
C -0.0693 -0.8900 -1.3295
C 0.4855 -1.7051 -2.4018
C 1.7782 -1.5942 -2.6803
C 2.5991 -0.5472 -2.1735
C 2.1645 0.2519 -1.2180
C 0.7555 0.1205 -0.7047
O 0.9046 -0.3960 0.7020
N -0.0117 0.3554 1.5322
O 0.0769 1.5711 1.4556
P -0.9421 -0.5588 2.4131
O -1.7326 0.7167 3.0531
C -3.0723 0.7642 3.4288
H -1.8486 -1.8274 -1.3157
H -1.9740 0.0029 -0.5129
H -0.1170 -2.4570 -2.8927
H 2.2868 -2.0754 -3.4519
H 3.6021 -0.5894 -2.5573
H 2.7758 0.9082 -0.7075
H 0.1274 1.0254 -0.5264
H -3.4621 1.3281 2.6162
H -3.3174 1.2595 4.3614
H -3.5211 -0.2142 3.3817

No. 3
The following is a DFT calculation (the ωB97M-V functional and the def2-TZVPD basis) of one molecule with the formula C8H10O.

Summary:
SMILES = O=C1CC=C[C@H]2C[C@@H]2C1
DFT total energy = -10501.2841 eV
Kohn-Sham gap = 9.826 eV
E_HOMO = -9.0 eV
LUMO = 0.0316 Eh
maximum force = 7.51 eV Å⁻¹
charge = 0
relative energy (zero: lowest compared OMol25 entry of this formula, charge and spin) = 99.6 kcal/mol

CARTESIAN COORDINATES (ANGSTROEM)
O 1.4199 1.9568 -0.7421
C 0.8789 1.1394 -0.0627
C 1.6250 -0.3202 -0.0331
C 0.9952 -1.4182 -0.9449
C -0.3336 -1.6133 -0.9903
C -1.2217 -0.6501 -0.3351
C -2.1970 -0.4534 0.7730
C -0.8161 -0.0704 1.0198
C -0.2775 1.3978 1.0646
H 1.6545 -0.6207 1.0064
H 2.7465 0.0738 -0.2620
H 1.4805 -2.1650 -1.5578
H -0.6403 -2.5426 -1.4770
H -1.5258 -0.1201 -1.2588
H -2.6558 -1.3233 1.1471
H -3.1012 0.2332 0.8843
H -0.3711 -0.8620 1.6609
H -0.9210 2.0604 0.7317
H 0.0545 1.5420 2.1147

No. 4
The following is a DFT calculation (the ωB97M-V functional and the def2-TZVPD basis) of a 2-piece molecular cluster, C8H10O overall.

Summary:
SMILES = C#CC(=C)C(=C)O.C=C
DFT total energy = -10501.4592 eV
Kohn-Sham gap = 9.240 eV
E_HOMO = -8.7 eV
LUMO = 0.0188 Eh
maximum force = 1.91 eV Å⁻¹
charge = 0
relative energy (zero: lowest compared OMol25 entry of this formula, charge and spin) = 95.6 kcal/mol

CARTESIAN COORDINATES (ANGSTROEM)
C 2.6656 1.1789 -0.2809
C 1.7170 0.4910 -0.5435
C 0.6168 -0.3795 -0.7873
C 0.8341 -1.6667 -1.1160
C -0.6871 0.2721 -1.0698
C -0.8555 1.5964 -1.1285
O -1.6802 -0.6129 -1.3839
H 3.4541 1.8097 0.0089
H 1.7741 -2.1470 -0.9035
H 0.0458 -2.2786 -1.5190
H -0.0533 2.2678 -0.8864
H -1.8215 2.0349 -1.3268
H -2.5005 -0.1306 -1.5301
C -1.0268 0.0928 2.0470
C -0.1447 -0.9056 2.0651
H -0.7191 1.1145 1.9063
H -2.0844 -0.0837 2.1735
H 0.9252 -0.7299 2.0508
H -0.4597 -1.9235 2.2243

No. 5
The following is a DFT calculation (the ωB97M-V functional and the def2-TZVPD basis) of C8H10O6PTl as an isolated structure.

Summary:
DFT total energy = -34705.5496 eV
Kohn-Sham gap (spin up / spin down) = 4.873 / 5.305 eV
E_HOMO (spin up / spin down) = -16.7 / -16.8 eV
LUMO (spin up / spin down) = -0.4355 / -0.4238 Eh
maximum force = 8.31 eV Å⁻¹
charge = +2

CARTESIAN COORDINATES (ANGSTROEM)
O -0.0647 -4.2449 -3.9564
C -0.6317 -3.4616 -3.3434
Tl -0.4688 -1.8923 -1.2282
O 3.0095 -1.2890 -3.1508
C 1.9611 -1.2971 -2.6988
C 0.8801 1.4505 -1.7621
O 1.6121 2.3290 -1.7539
C -2.7425 0.4399 -2.0340
O -2.3814 1.3455 -1.3479
C -0.4080 0.7038 -4.0333
O -0.2716 1.5398 -4.8007
H -3.7437 0.2962 -2.5540
C -0.6011 -0.9654 3.0459
P 0.2791 0.0480 1.9117
C -0.6545 1.5791 1.7489
C 1.9160 0.4380 2.5430
O 0.4750 -0.5864 0.5427
H -0.1572 -1.9603 3.0574
H -1.6220 -1.0770 2.6764
H -0.6562 -0.5895 4.0669
H -0.6185 2.2029 2.6563
H -0.2770 2.1676 0.9015
H -1.7048 1.3215 1.5445
H 2.4762 -0.5046 2.6074
H 2.4446 1.0858 1.8299
H 1.9499 0.9205 3.5310

No. 6
The following is a DFT calculation (the ωB97M-V functional and the def2-TZVPD basis) of C8H10OS as an isolated structure.

Summary:
DFT total energy = -21336.1896 eV
Kohn-Sham gap = 9.222 eV
E_HOMO = -8.5 eV
LUMO = 0.0249 Eh
maximum force = 5.37 eV Å⁻¹
charge = 0
relative energy (zero: lowest compared OMol25 entry of this formula, charge and spin) = 82.8 kcal/mol

CARTESIAN COORDINATES (ANGSTROEM)
C 1.4719 -1.5799 -0.1738
C 2.2716 -1.2885 0.8326
C 0.2961 2.4403 -1.3043
C 0.4921 1.9975 -0.0510
C -1.0427 -1.2255 0.2922
C -1.1073 -0.1427 1.3754
C 0.2447 -0.7102 -0.4221
C 0.4355 0.6427 0.4222
O 1.2601 0.0412 2.9381
S 1.8833 0.3213 1.6306
H 1.4968 -2.5717 -0.5699
H 3.1326 -1.7718 1.1978
H 0.3915 3.5083 -1.5598
H -0.2454 1.9261 -2.0168
H 0.6301 2.5391 0.8785
H -0.9576 -2.1999 0.8167
H -1.7942 -1.3615 -0.4138
H -1.9327 0.5634 1.3590
H -0.7795 -0.4461 2.3746
H 0.1107 -0.6319 -1.5108

No. 7
The following is a DFT calculation (the ωB97M-V functional and the def2-TZVPD basis) of one molecule with the formula C8H10Si.

Summary:
SMILES = [SiH3]/C=C/c1ccccc1
DFT total energy = -16333.0753 eV
Kohn-Sham gap = 8.231 eV
E_HOMO = -8.4 eV
LUMO = -0.0071 Eh
maximum force = 6.78 eV Å⁻¹
charge = 0
relative energy (zero: lowest compared OMol25 entry of this formula, charge and spin) = 39.3 kcal/mol

CARTESIAN COORDINATES (ANGSTROEM)
Si -3.8539 -0.0888 0.1146
C -2.0671 0.4845 0.2096
C -0.9695 -0.4045 -0.3341
C 0.4419 -0.1955 -0.2241
C 1.4261 -0.7950 -0.9672
C 2.7815 -0.5626 -0.8422
C 3.2505 0.2530 0.1201
C 2.3073 0.8754 0.9643
C 1.0029 0.6768 0.7068
H -3.7416 -1.4545 0.5467
H -4.5248 -0.2055 -1.2063
H -4.8208 0.7667 0.7011
H -1.8991 1.3603 0.9330
H -1.3737 -1.2620 -0.8888
H 1.0846 -1.5360 -1.6043
H 3.5070 -0.9594 -1.5042
H 4.3769 0.3724 0.1759
H 2.6680 1.5509 1.6861
H 0.4039 1.1237 1.4130

No. 8
The following is a DFT calculation (the ωB97M-V functional and the def2-TZVPD basis) of one molecule with the formula C8H11B.

Summary:
SMILES = BCCc1ccccc1
DFT total energy = -9148.8362 eV
Kohn-Sham gap = 9.575 eV
E_HOMO = -9.1 eV
LUMO = 0.0165 Eh
maximum force = 3.27 eV Å⁻¹
charge = 0
relative energy (zero: lowest compared OMol25 entry of this formula, charge and spin) = 27.9 kcal/mol

CARTESIAN COORDINATES (ANGSTROEM)
B -3.5231 0.0878 -0.3345
C -1.9895 0.2630 -0.3962
C -1.0798 -0.2734 0.7521
C 0.3542 -0.1345 0.3915
C 1.1817 -1.2640 0.4172
C 2.4688 -1.2073 -0.1665
C 2.9910 0.0703 -0.4087
C 2.2269 1.1744 -0.1615
C 0.9162 1.1112 0.2023
H -4.2654 -0.0662 -1.2786
H -4.1802 0.0691 0.6679
H -1.4910 -0.0437 -1.3249
H -1.9002 1.3827 -0.4808
H -1.2181 0.1046 1.7034
H -1.5161 -1.3060 0.8047
H 0.6634 -2.1785 0.6896
H 3.1487 -2.0471 -0.5330
H 4.0681 0.0902 -0.6985
H 2.7805 2.1208 0.0136
H 0.3639 2.0466 0.1409